This record from the Open Molecules 2025 dataset describes a cluster of 2 separate species, C4H11N3O2 in total at a distorted geometry. The level of theory is wB97M-V/def2-TZVPD.

SMILES   CN=C(N)N.CC(=O)O
Largest force on an atom   0.0599 Eh/bohr
Kohn-Sham gap   0.3446 hartree
Total charge   0
HOMO level   -8.7004 eV

Last column: natural (NBO) charge in e.
Element x y z (Å)
C 0.703 2.354 -1.154  -0.47
N 0.409 1.945 0.196  -0.44
C 0.991 0.992 0.735  0.56
N 1.822 -0.039 0.145  -0.91
N 0.715 0.643 2.102  -0.92
H -0.206 2.660 -1.690  0.21
H 1.378 1.697 -1.687  0.20
H 1.001 3.413 -1.076  0.21
H 2.783 0.109 0.413  0.38
H 1.554 -0.939 0.514  0.38
H 0.850 1.360 2.785  0.39
H 0.004 -0.061 2.191  0.41
C -1.718 -0.930 -0.931  -0.73
C -1.265 -2.012 0.006  0.81
O -0.817 -1.870 1.117  -0.63
O -1.503 -3.247 -0.490  -0.68
H -0.806 -0.492 -1.341  0.26
H -2.347 -0.283 -0.332  0.25
H -2.212 -1.450 -1.740  0.24
H -1.336 -3.848 0.237  0.49

This record from the Open Molecules 2025 dataset describes a cluster of 2 separate species, C4H11N3O2 in total at a distorted geometry. The level of theory is wB97M-V/def2-TZVPD.

SMILES   CN=C(N)N.CC(=O)O
Largest force on an atom   0.0313 Eh/bohr
Kohn-Sham gap   0.3540 hartree
Total charge   0
HOMO level   -8.9149 eV

Last column: natural (NBO) charge in e.
Element x y z (Å)
C -0.977 1.465 0.489  -0.45
N 0.008 0.680 -0.251  -0.54
C 0.190 1.004 -1.463  0.56
N -0.693 1.751 -2.246  -0.91
N 1.257 0.480 -2.125  -0.81
H -1.984 1.482 0.082  0.18
H -0.494 2.384 0.808  0.20
H -1.173 0.965 1.433  0.19
H -1.574 1.269 -2.291  0.38
H -0.729 2.745 -2.122  0.39
H 1.817 -0.097 -1.523  0.40
H 1.304 0.330 -3.114  0.40
C 0.054 -1.502 2.400  -0.73
C 0.820 -1.845 1.162  0.82
O 1.997 -1.655 1.004  -0.61
O 0.067 -2.490 0.250  -0.69
H -0.860 -2.098 2.451  0.23
H -0.146 -0.440 2.392  0.25
H 0.601 -1.880 3.260  0.24
H 0.514 -2.548 -0.597  0.49

This record from the Open Molecules 2025 dataset describes a cluster of 2 separate species, C4H11N3O2 in total at a distorted geometry. The level of theory is wB97M-V/def2-TZVPD.

SMILES   [H]/N=C(\N)NC.CC(=O)O
Largest force on an atom   0.1080 Eh/bohr
Kohn-Sham gap   0.3358 hartree
Total charge   0
HOMO level   -8.6519 eV

Last column: natural (NBO) charge in e.
Element x y z (Å)
H 2.868 0.699 1.740  0.34
N 2.544 0.367 0.853  -0.79
C 1.701 1.113 0.233  0.58
N 1.104 2.269 0.706  -0.86
N 1.231 0.697 -1.014  -0.63
C 1.868 -0.417 -1.752  -0.42
H 1.125 2.543 1.682  0.40
H 0.684 2.954 0.137  0.38
H 0.505 1.229 -1.453  0.38
H 2.971 -0.449 -2.157  0.20
H 1.460 -0.578 -2.730  0.20
H 1.807 -1.255 -1.103  0.22
C -2.400 -0.703 -0.186  -0.74
C -2.456 -1.699 0.859  0.77
O -1.561 -2.474 1.105  -0.57
O -3.231 -1.275 1.936  -0.71
H -2.949 -1.095 -1.103  0.24
H -1.481 -0.373 -0.643  0.26
H -3.121 0.124 0.078  0.24
H -2.669 -1.676 2.813  0.50